1.
The following is a quantum chemistry calculation of a structure of composition C44H43Cl2CoN4O2S6, from the Open Molecules 2025 dataset.

```
! RIJCOSX wB97M-V def2-TZVPD def2/J DEFGRID3
* xyz 2 1
Co 0.7996 -0.8697 2.2546
C -1.3484 -1.0667 4.7568
C -1.1715 -2.4622 4.1962
S 0.4667 -2.8011 3.5044
C 1.4860 -2.6019 5.0050
C 2.6549 -1.6428 4.8479
S 2.2953 -0.1301 3.9179
C 1.2821 0.7875 5.1172
C 0.0595 1.3759 4.4464
S -0.8798 0.1567 3.5014
H -0.7558 -0.9091 5.6552
H -2.3919 -0.8877 5.0152
H -1.8427 -2.6259 3.3544
H -1.3979 -3.2182 4.9491
H 1.8744 -3.5895 5.2517
H 0.8215 -2.2961 5.8114
H 3.4688 -2.1160 4.3073
H 3.0438 -1.3474 5.8238
H 1.8996 1.5816 5.5365
H 1.0147 0.1158 5.9311
H 0.3430 2.1196 3.6993
H -0.6008 1.8564 5.1690
N 1.0792 0.7289 1.2706
S 1.4448 1.1008 -0.1051
N 0.2245 1.7512 -1.0162
S -0.6608 0.8385 -1.9002
N -1.0233 -0.5968 -1.4407
S -1.5503 -1.0828 0.0333
N -0.5908 -1.5052 1.0634
C -2.5219 -2.4809 -0.4760
C -3.0567 -3.2630 0.5395
C -3.8318 -4.3616 0.2133
C -4.0629 -4.6751 -1.1208
C -3.5252 -3.8871 -2.1270
C -2.7539 -2.7772 -1.8105
C -2.7807 0.1597 0.4432
C -4.1225 -0.0349 0.1355
C -5.0357 0.9671 0.4313
C -4.6110 2.1463 1.0264
C -3.2665 2.3357 1.3150
C -2.3430 1.3472 1.0183
C -2.0756 1.8415 -2.2628
C -2.1787 3.1410 -1.7977
C -3.2870 3.8880 -2.1729
C -4.2600 3.3321 -2.9896
C -4.1390 2.0229 -3.4447
C -3.0382 1.2675 -3.0860
C 0.0357 0.5705 -3.5077
C 0.4787 1.7101 -4.1710
C 0.9893 1.5770 -5.4484
C 1.0454 0.3211 -6.0455
C 0.5978 -0.8022 -5.3682
C 0.0852 -0.6870 -4.0826
C 2.5750 2.4592 -0.0713
C 2.4144 3.6084 -0.8288
C 3.3837 4.5980 -0.7437
C 4.4930 4.4185 0.0714
C 4.6415 3.2544 0.8165
C 3.6758 2.2642 0.7545
C 2.1903 -0.0563 -1.2620
C 1.8141 -1.3926 -1.2541
C 2.3231 -2.2396 -2.2249
C 3.1944 -1.7576 -3.1905
C 3.5622 -0.4191 -3.1914
C 3.0613 0.4404 -2.2259
H -2.8739 -3.0061 1.5727
H -4.2552 -4.9747 0.9970
H -4.6646 -5.5373 -1.3747
H -3.7050 -4.1342 -3.1644
H -2.3370 -2.1567 -2.5889
H -4.4621 -0.9504 -0.3282
H -6.0816 0.8206 0.1978
H -5.3293 2.9209 1.2608
H -2.9333 3.2627 1.7640
H -1.2887 1.5013 1.2071
H -1.4085 3.5539 -1.1619
H -3.3858 4.9078 -1.8264
H -5.1180 3.9229 -3.2810
H -4.8981 1.5968 -4.0862
H -2.9243 0.2522 -3.4469
H 0.4191 2.6831 -3.6984
H 1.3378 2.4502 -5.9825
H 1.4403 0.2219 -7.0477
H 0.6480 -1.7759 -5.8366
H -0.2530 -1.5533 -3.5334
H 1.5493 3.7279 -1.4648
H 3.2738 5.5076 -1.3183
H 5.2487 5.1906 0.1257
H 5.5112 3.1168 1.4444
H 3.7742 1.3481 1.3260
H 1.1428 -1.7743 -0.5020
H 2.0452 -3.2857 -2.2149
H 3.5975 -2.4274 -3.9389
H 4.2464 -0.0401 -3.9386
H 3.3572 1.4801 -2.2297
Cl 5.4604 -1.4141 2.6748
C 4.6501 -2.3994 1.4225
Cl 4.9607 -1.7145 -0.1645
C 3.1684 -2.4892 1.8377
O 2.8633 -3.4248 2.5585
O 2.4239 -1.5169 1.4556
H 5.0851 -3.3907 1.4666
*
```

Values from the calculation:
E_LUMO (alpha / beta) (eV): -5.230 / -5.230
Frontier orbital gap (alpha / beta) (eV): 8.4 / 8.4
Energy above the lowest of the compared OMol25 structures with the same formula, charge and spin (kJ/mol): 0.0

2.
The following is a quantum chemistry calculation of a structure of composition C44H43HgN9O2, from the Open Molecules 2025 dataset.

```
! RIJCOSX wB97M-V def2-TZVPD def2/J DEFGRID3
* xyz -1 2
Hg 0.2650 0.5130 0.3627
O -0.2545 5.9507 -4.1287
C -0.9002 5.8376 -3.0819
O -1.8981 6.4492 -2.6867
C -0.3671 4.7367 -2.0922
C 0.6445 3.8642 -2.4639
C 1.0780 2.8813 -1.5749
N 0.5319 2.7766 -0.3440
C -0.4380 3.6323 0.0418
C -0.9044 4.6204 -0.8173
C -0.9444 3.4573 1.4018
C -2.0569 4.1522 1.9018
C -2.4487 3.9634 3.2091
C -1.7166 3.0861 4.0123
C -0.6558 2.4176 3.4312
N -0.2865 2.5672 2.1683
C 2.0799 1.8726 -1.9257
C 2.6175 1.7472 -3.2156
C 3.4957 0.7238 -3.4970
C 3.8355 -0.1747 -2.4813
C 3.2655 0.0101 -1.2411
N 2.4139 0.9889 -0.9557
H 1.0570 3.9718 -3.4564
H -1.6754 5.3201 -0.5307
H -2.6107 4.8339 1.2745
H -3.3040 4.4926 3.6115
H -1.9701 2.9440 5.0550
H -0.0479 1.7335 4.0171
H 2.3388 2.4415 -3.9932
H 3.9057 0.6070 -4.4915
H 4.5137 -0.9955 -2.6628
H 3.5069 -0.6564 -0.4202
C -1.8336 -1.6818 2.5454
N -0.6028 -0.9710 2.7381
C 0.4277 -1.6007 3.5165
C 1.7034 -0.8685 3.2577
N 1.7570 0.2595 2.6102
C 3.0830 0.5902 2.5104
C 3.6758 1.6891 1.9056
C 5.0543 1.7459 1.9244
C 5.8197 0.7508 2.5361
C 5.2433 -0.3408 3.1609
C 3.8595 -0.4086 3.1404
N 2.9463 -1.3205 3.6250
C -2.6903 -0.8803 1.6237
N -2.4357 0.3391 1.2421
C -3.4828 0.7143 0.4324
C -3.7329 1.9097 -0.2330
C -4.9015 2.0048 -0.9594
C -5.8137 0.9501 -1.0271
C -5.5829 -0.2458 -0.3745
C -4.4045 -0.3528 0.3447
N -3.8699 -1.3554 1.1211
H -1.6179 -2.6554 2.0881
H -2.3910 -1.8670 3.4897
H -0.7738 -0.0199 3.0423
H 0.2070 -1.6138 4.6046
H 0.5279 -2.6382 3.1790
H 3.0556 2.4332 1.4332
H 5.5573 2.5760 1.4517
H 6.8967 0.8319 2.5162
H 5.8442 -1.1088 3.6300
H 3.1539 -2.1985 4.0697
H -3.0303 2.7239 -0.1845
H -5.1214 2.9246 -1.4795
H -6.7211 1.0710 -1.6018
H -6.2864 -1.0654 -0.4194
H -4.2061 -2.3005 1.2028
C 2.5621 -4.1057 1.5469
C 1.5314 -3.9703 0.4558
C 1.0999 -5.1166 -0.2087
C 0.1747 -4.9910 -1.2327
C -0.3144 -6.2046 -1.9777
C -0.3118 -3.7498 -1.5918
C 0.0971 -2.5541 -0.9548
C 1.0265 -2.7406 0.1002
N -0.3162 -1.3158 -1.2649
C -1.0210 -0.9963 -2.4974
C -0.2049 -1.4078 -3.7401
C -2.4494 -1.5882 -2.5954
C -1.1721 0.5290 -2.5719
H 3.2967 -4.8693 1.2873
H 2.0968 -4.4083 2.4901
H 3.0833 -3.1634 1.7020
H 1.4953 -6.0892 0.0549
H 0.1291 -7.1143 -1.5763
H -0.0574 -6.1343 -3.0356
H -1.4001 -6.2833 -1.9062
H -1.0263 -3.7259 -2.3967
H 1.3683 -1.8523 0.6222
H -0.0634 -2.4827 -3.7993
H 0.7770 -0.9398 -3.7097
H -0.7218 -1.0738 -4.6385
H -2.4545 -2.5802 -3.0376
H -3.0683 -0.9458 -3.2188
H -2.9039 -1.6438 -1.6115
H -0.1965 1.0103 -2.5615
H -1.7625 0.8909 -1.7325
H -1.6739 0.8273 -3.4904
*
```

Values from the calculation:
E_LUMO (alpha / beta) (eV): 2.008 / 1.997
Frontier orbital gap (alpha / beta) (eV): 4.3 / 5.9

no.,E_tot (a.u.)
1,-6763.5903
2,-2499.3029